{
  "formula": "C47H68CaN4O3P2",
  "method": "ωB97M-V/def2-TZVPD",
  "e_homo_ev": -6.1,
  "e_above_lowest_ev": 0.000,
  "total_charge": 0,
  "symbols": ["Ca", "C", "C", "C", "P", "C", "C", "C", "C", "C", "C", "C", "C", "C", "C", "N", "C", "C", "C", "C", "C", "C", "C", "P", "C", "C", "C", "C", "C", "C", "H", "H", "H", "H", "H", "H", "H", "H", "H", "H", "H", "H", "H", "H", "H", "H", "H", "H", "H", "H", "H", "H", "H", "H", "H", "H", "H", "H", "H", "H", "H", "H", "H", "H", "H", "H", "H", "H", "H", "H", "C", "C", "C", "C", "C", "C", "C", "C", "N", "C", "C", "C", "C", "N", "C", "C", "C", "C", "C", "C", "C", "C", "H", "H", "H", "H", "H", "H", "H", "H", "H", "H", "H", "H", "H", "H", "H", "H", "H", "H", "H", "H", "H", "H", "H", "H", "O", "H", "H", "O", "H", "H", "O", "C", "N"],
  "coordinates": [[0.043639, -0.519505, 0.236997], [1.449476, -5.426286, -2.285074], [2.554038, -4.283768, -2.336179], [2.225360, -3.217595, -3.467636], [2.566072, -3.527793, -0.633873], [4.147842, -4.386065, 0.218398], [3.684500, -5.471903, 1.179069], [5.061618, -3.424675, 0.983234], [3.228117, -1.882812, -0.867784], [4.307917, -1.754644, -1.711810], [5.002391, -0.605606, -2.026263], [6.185345, -0.652221, -2.944214], [4.667588, 0.532406, -1.273081], [3.832910, 0.423469, -0.208630], [3.154892, -0.784187, 0.042859], [2.354182, -0.860297, 1.186301], [2.807065, -0.716447, 2.425836], [4.082113, -0.219851, 2.755815], [4.459768, -0.100645, 4.060355], [3.596821, -0.380727, 5.179237], [3.922905, -0.106327, 6.660557], [2.306928, -0.775808, 4.877275], [1.881724, -0.904221, 3.542831], [0.060107, -1.007145, 3.256577], [-0.805002, 0.048082, 4.478074], [-0.109860, 1.406160, 4.523768], [-2.287612, 0.109345, 4.198627], [-0.336774, -2.753123, 3.951986], [0.199646, -3.093403, 5.355717], [0.164325, -3.898026, 3.116094], [1.726275, -6.457189, -2.661005], [0.620802, -5.087347, -2.860034], [1.252752, -5.611216, -1.203810], [3.495267, -4.838896, -2.622791], [1.432523, -2.414249, -3.196134], [1.727032, -3.760097, -4.313348], [3.094745, -2.702477, -3.769878], [4.640598, -4.938445, -0.653337], [2.935206, -5.198492, 1.962954], [4.579265, -5.896166, 1.703891], [3.185529, -6.320223, 0.692332], [4.426925, -3.015713, 1.734292], [5.401341, -2.625427, 0.314529], [5.982885, -3.722327, 1.413318], [4.593873, -2.712397, -2.139001], [7.076830, -1.037753, -2.384933], [6.332307, 0.297980, -3.434982], [6.038266, -1.278328, -3.827081], [5.134723, 1.465927, -1.461078], [3.635964, 1.251972, 0.469060], [4.780109, 0.033638, 1.939366], [5.521576, 0.117751, 4.329190], [3.888341, -0.981937, 7.270097], [3.127270, 0.495522, 7.135845], [4.890428, 0.367310, 6.779472], [1.576585, -0.849826, 5.727857], [-0.730429, -0.470097, 5.460058], [-0.269015, 2.069501, 3.674748], [0.892979, 1.248194, 4.707458], [-0.491358, 1.959374, 5.371351], [-2.824623, -0.861492, 4.262523], [-2.489970, 0.353381, 3.177376], [-2.859867, 0.752274, 4.954992], [-1.428811, -2.703719, 4.021306], [1.249626, -3.141243, 5.159300], [-0.168369, -4.093896, 5.579729], [-0.061148, -2.467262, 6.167253], [0.049235, -4.909208, 3.626965], [1.201968, -3.753051, 2.802686], [-0.427104, -3.933727, 2.214618], [-4.672968, -1.014367, -1.802769], [-5.394235, -0.154813, -0.833242], [-6.460516, -0.812705, -0.164025], [-7.076164, -0.232483, 0.920450], [-6.726629, 1.065449, 1.224580], [-5.761995, 1.803347, 0.485176], [-5.305416, 3.136389, 1.002159], [-5.103511, 1.210076, -0.601843], [-4.057640, 1.870397, -1.256609], [-4.230038, 2.822095, -2.154638], [-5.526234, 3.454671, -2.525533], [-2.979201, 3.307509, -2.852044], [-2.231784, 2.231278, -3.555403], [-2.708637, 4.552802, -2.838184], [-1.564816, 4.946840, -3.591276], [-1.757947, 5.398945, -4.937651], [-3.156577, 5.415017, -5.513722], [-0.721351, 5.747263, -5.745690], [0.573581, 5.879714, -5.182457], [0.786732, 5.559306, -3.872666], [-0.292842, 5.086585, -3.063458], [-0.177060, 4.918494, -1.589558], [-4.942567, -0.970675, -2.856811], [-4.770414, -2.069949, -1.446809], [-3.641006, -0.634866, -1.836044], [-6.760582, -1.786911, -0.467639], [-7.898259, -0.767324, 1.429357], [-7.128702, 1.637856, 2.126548], [-5.032696, 4.024850, 0.356298], [-4.410384, 2.967730, 1.684528], [-6.092091, 3.514428, 1.658503], [-5.721766, 3.342132, -3.642739], [-5.585592, 4.536975, -2.307709], [-6.355418, 2.887239, -2.024452], [-1.933626, 1.613385, -2.642062], [-1.413130, 2.564134, -4.199550], [-2.883919, 1.585469, -4.139018], [-3.826064, 6.060248, -4.958515], [-3.596213, 4.396532, -5.483280], [-3.066669, 5.765297, -6.556979], [-0.856700, 6.060813, -6.797751], [1.382862, 6.109858, -5.842855], [1.800185, 5.503556, -3.493346], [-1.034695, 5.266570, -1.108488], [0.687313, 5.509665, -1.200231], [0.064379, 3.886403, -1.304981], [-1.265111, -2.511626, -0.143300], [-1.983446, -2.958657, 0.277305], [-1.258122, -2.886371, -1.042324], [-2.063648, 0.635409, 0.381015], [-2.821547, 0.969697, -0.279565], [-1.735019, 1.503492, 0.725619], [0.760508, 1.144579, -4.024533], [0.482264, 0.527079, -3.026720], [0.296590, -0.015792, -1.965274]],
  "forces_ev_per_a": [[0.70, -0.69, 0.10], [1.59, -0.73, 1.05], [-0.06, -0.68, -1.25], [-2.67, -0.82, 0.73], [0.40, -0.51, 1.35], [-0.14, -0.93, -1.09], [-0.23, -1.14, 0.94], [-0.82, 1.04, -2.01], [1.33, 1.95, 1.45], [0.25, -0.80, -1.59], [-0.11, 0.05, 0.61], [0.26, -0.47, -0.22], [0.64, -0.62, -0.69], [-0.93, -0.51, 0.17], [-0.81, -0.25, 0.58], [-1.84, -0.83, -1.38], [-1.37, 0.90, 1.19], [0.76, -0.37, -0.43], [0.74, -0.43, 2.57], [0.38, 0.39, -0.12], [-0.49, 0.37, -0.95], [-0.29, 0.51, -0.14], [-0.32, 0.28, 0.11], [0.97, -1.87, -0.52], [0.22, -0.46, 0.88], [-2.20, 0.24, 0.47], [-1.64, -0.36, 1.06], [-0.50, 0.82, 1.12], [-0.32, -0.37, -1.35], [-0.47, -0.90, -0.67], [0.18, 1.33, -0.02], [-1.10, 0.12, -0.01], [-0.61, 0.17, -0.82], [-0.56, 0.99, 0.42], [1.34, -1.28, 0.12], [0.79, 0.38, 0.43], [0.84, 0.51, -0.54], [-0.26, 0.93, 1.05], [0.75, 0.44, -0.53], [-0.71, 0.28, -0.31], [0.21, 0.13, -0.27], [-0.21, 0.73, 0.86], [-0.36, 0.17, 0.19], [0.64, -1.39, 0.53], [0.38, 0.27, -0.59], [-0.50, 0.64, -0.66], [0.55, 0.62, 0.42], [-0.19, -0.52, 0.33], [0.51, 0.74, -0.29], [0.09, -0.09, -0.22], [-0.35, -0.30, 0.72], [-0.92, 0.23, -0.44], [0.35, -1.02, 0.21], [0.43, 0.29, -0.45], [0.08, 0.18, 0.11], [0.69, -0.05, -1.00], [0.37, 0.57, -0.33], [0.03, -0.34, -0.40], [2.26, 0.00, 0.10], [-0.22, 0.25, 0.35], [0.68, 0.15, 0.30], [-0.20, 0.95, -0.68], [0.93, -0.46, -1.24], [-0.10, -0.37, -0.28], [0.92, -0.12, 0.76], [0.07, -0.05, 0.16], [-0.12, 0.92, 0.74], [0.21, 1.32, -0.52], [0.01, -0.05, 0.19], [-0.04, -0.26, -0.63], [1.17, -0.25, -0.20], [-1.57, -0.24, -0.33], [1.22, 1.35, 0.17], [-1.03, 0.07, -0.12], [0.51, 2.24, 1.20], [-0.23, -0.41, -0.03], [0.73, 1.11, 1.23], [-1.42, -0.98, 1.06], [0.13, 1.29, -2.37], [0.84, -1.29, 2.16], [-1.49, -0.89, -0.90], [-0.50, 0.64, -0.59], [0.29, -0.81, 1.35], [0.18, -0.47, 0.10], [0.59, 1.39, -1.70], [-1.64, -0.98, 0.52], [0.35, -0.69, -0.47], [1.62, 1.17, 0.08], [-0.89, -0.78, -0.73], [-0.80, -0.95, 0.55], [-0.05, 0.61, -0.05], [3.04, -0.42, 0.04], [-0.62, 0.12, 0.00], [0.53, 0.83, -0.53], [0.17, -0.71, 0.16], [0.08, -0.70, -0.25], [0.66, 0.46, -0.12], [0.28, -1.12, -1.30], [-0.35, -1.49, 0.10], [-0.87, 0.22, -0.80], [0.08, 0.08, 0.08], [0.47, 0.20, 1.24], [0.30, -0.58, 0.04], [0.64, 0.77, -0.31], [0.35, 0.29, -1.49], [0.00, -0.11, 0.57], [-0.27, -0.02, 0.02], [-0.10, 0.23, 0.14], [0.12, 0.51, -0.22], [-0.42, -0.24, 0.44], [-0.17, -0.34, 0.75], [0.46, 0.29, -0.11], [-0.10, 0.34, 0.26], [-1.48, 0.32, 0.86], [-0.59, -0.32, -0.31], [-0.34, -0.01, 0.03], [0.48, 0.09, -1.11], [-0.69, -0.30, 0.72], [0.27, 0.29, 0.33], [-1.14, 1.96, -0.87], [1.95, -0.64, 1.14], [-0.57, -0.86, -0.25], [-0.65, -0.97, 0.89], [0.86, 0.52, 0.57], [-0.27, 0.41, -1.34]]
}